1.
{
  "formula": "C5H11NO2",
  "method": "ωB97M-V/def2-TZVPD",
  "species": ["C", "C", "C", "C", "C", "H", "H", "H", "H", "H", "H", "H", "H", "H", "H", "H", "N", "O", "O"],
  "xyz": [[2.5660, -0.1583, 0.2711], [1.1571, -0.6250, 0.1350], [0.3684, 0.6870, -0.1981], [-1.1357, 0.4098, -0.5029], [-1.7749, -0.6468, 0.0598], [2.7252, 0.6091, 1.2193], [3.1394, -1.3578, 0.7581], [3.0568, 0.2148, -0.4038], [1.1294, -1.4028, -0.7723], [0.4801, -1.2885, 0.9412], [0.8221, 1.3293, -0.8045], [0.1912, 1.5448, 0.7371], [-1.2361, 0.3207, -1.4393], [-2.8264, 1.5401, -0.3667], [-1.7460, 1.4539, 1.0277], [-1.1672, -1.6387, -1.2794], [-1.9191, 1.6836, -0.0301], [-1.4964, -1.9138, -0.5110], [-2.3337, -0.7617, 1.1590]],
  "atomic_forces_ev_per_a": [[-2.30, -6.92, 13.52], [-2.73, -0.69, -1.47], [-3.78, -1.81, 6.00], [1.67, 7.49, 3.96], [-1.85, -8.23, 6.80], [-0.61, -1.99, -2.21], [-0.95, 3.95, -1.66], [4.78, 3.41, -7.94], [-0.07, 1.87, 1.49], [2.71, 2.04, -1.43], [1.65, 2.08, -3.51], [1.12, -2.92, -1.72], [-0.72, -0.22, -7.65], [-1.99, -0.10, 0.34], [-1.76, 1.15, -2.27], [2.49, 0.56, -5.60], [4.24, -1.91, 1.59], [-2.59, 0.75, 4.22], [0.69, 1.48, -2.45]],
  "de_lowest_ev": 6.400,
  "total_energy_ev": -10942.8673,
  "e_homo_ha": -0.376
}

---

2.
{
  "formula": "C5H5PS",
  "method": "ωB97M-V/def2-TZVPD",
  "species": ["C", "C", "C", "C", "C", "P", "S", "H", "H", "H", "H", "H"],
  "xyz": [[-2.2315, -1.4763, 0.0283], [-1.2988, -0.7624, 0.0626], [-0.5710, 1.2640, -0.8057], [0.8520, -0.0133, 0.7611], [-0.2935, 0.2069, -0.0253], [3.8549, 0.2233, 0.1299], [2.1890, -0.7994, -0.3178], [-3.0585, -2.1491, -0.0719], [-1.5501, 1.2459, -1.3662], [1.3991, 0.8429, 1.2398], [0.5554, -0.6304, 1.6368], [0.1531, 2.0478, -1.2715]],
  "atomic_forces_ev_per_a": [[-2.43, -2.22, -0.14], [0.66, 0.87, -0.07], [0.15, 0.92, -2.65], [3.24, -0.24, 2.71], [-1.80, 2.36, -1.45], [-0.93, -0.84, -0.49], [0.99, 0.88, 1.03], [0.24, 0.18, 0.17], [1.12, 0.08, 0.83], [-0.76, -0.41, -0.94], [0.59, -0.19, -0.70], [-1.07, -1.39, 1.70]],
  "de_lowest_ev": 2.917,
  "total_energy_ev": -25385.2391,
  "e_homo_ha": [-0.284, -0.284]
}

---

3.
{
  "formula": "C5H10O",
  "method": "ωB97M-V/def2-TZVPD",
  "species": ["C", "C", "C", "H", "H", "H", "H", "H", "H", "C", "C", "O", "H", "H", "H", "H"],
  "xyz": [[-0.1309, -0.2956, -1.6152], [1.2667, 0.2284, -1.4747], [2.0844, 0.4957, -2.4832], [-0.7482, 0.3147, -2.2743], [-0.1788, -1.3205, -1.9962], [-0.6112, -0.3013, -0.6469], [1.6256, 0.3549, -0.4480], [3.1406, 0.7704, -2.4728], [1.7387, 0.3406, -3.5049], [-1.3626, 0.8795, 2.2076], [-0.8994, -0.2676, 2.6523], [-1.1767, -1.4194, 1.9636], [-1.1513, 1.8445, 2.6296], [-2.0936, 0.8888, 1.4030], [-0.2158, -0.3317, 3.4983], [-1.2874, -2.1814, 2.5617]],
  "atomic_forces_ev_per_a": [[-0.27, 0.03, -0.04], [0.67, 0.04, 0.31], [0.08, -0.33, -0.89], [0.09, 0.08, -0.10], [0.22, 0.09, 0.02], [-0.21, -0.05, 0.25], [-0.05, -0.04, -0.28], [-0.38, 0.13, 0.68], [-0.17, 0.03, 0.08], [-0.84, 0.44, -0.42], [0.35, -0.05, 0.07], [-0.20, -0.66, 0.44], [0.33, -0.02, 0.34], [0.23, -0.12, -0.07], [-0.10, -0.18, -0.10], [0.24, 0.59, -0.29]],
  "de_lowest_ev": 2.030,
  "total_energy_ev": -7392.7357,
  "e_homo_ha": -0.345,
  "smiles": "C=CC.C=CO"
}

---

4.
{
  "formula": "C40H35ClN6PRu",
  "method": "ωB97M-V/def2-TZVPD",
  "species": ["Ru", "N", "C", "N", "C", "N", "N", "C", "C", "C", "C", "C", "C", "N", "C", "C", "C", "C", "C", "C", "H", "H", "H", "H", "H", "H", "H", "H", "H", "H", "H", "C", "C", "C", "C", "C", "C", "C", "P", "C", "C", "C", "C", "C", "C", "C", "C", "C", "C", "C", "C", "C", "C", "H", "H", "H", "H", "H", "H", "H", "H", "H", "H", "H", "H", "H", "H", "H", "H", "H", "H", "H", "H", "Cl", "C", "C", "C", "C", "N", "C", "H", "H", "H", "H"],
  "xyz": [[1.1891, -0.3077, -0.3974], [-1.5071, 1.1054, -3.5760], [-0.7072, 0.3640, -2.8399], [-0.0223, 0.8023, -1.8033], [-0.1350, 2.1280, -1.4958], [0.6146, 2.6582, -0.5747], [1.3481, 1.7444, 0.0199], [2.0934, 2.1558, 1.0192], [2.9691, 1.1834, 1.6137], [3.9320, 1.5343, 2.5904], [4.7381, 0.5600, 3.1472], [4.5724, -0.7449, 2.6908], [3.5541, -1.0207, 1.7467], [2.7365, -0.0982, 1.1898], [-1.0737, 3.0140, -2.2217], [-1.5486, 4.2480, -1.7838], [-2.4514, 4.9871, -2.4889], [-2.9968, 4.4621, -3.6841], [-2.6033, 3.2289, -4.1439], [-1.6981, 2.4625, -3.3613], [-1.8720, 0.7015, -4.4457], [-0.5918, -0.6955, -3.1323], [2.0721, 3.2106, 1.3722], [4.0960, 2.6214, 2.7925], [5.4750, 0.8732, 3.8993], [5.1642, -1.5490, 3.0630], [3.3283, -2.0287, 1.4159], [-1.0996, 4.6484, -0.8737], [-2.6843, 5.9543, -2.0990], [-3.7681, 5.0860, -4.1727], [-3.0062, 2.8234, -5.0619], [-2.3074, -1.1737, 3.9894], [-0.9245, -1.7222, 3.7140], [-0.2149, -2.1807, 4.8745], [0.9395, -2.9014, 4.8287], [1.3983, -3.2804, 3.5424], [0.7146, -2.8694, 2.4406], [-0.2831, -1.8433, 2.4763], [-0.6061, -0.9761, 0.8630], [-2.1896, 0.0093, 0.9392], [-3.0901, -0.1030, -0.1360], [-4.2065, 0.6868, -0.1108], [-4.5936, 1.4735, 1.0004], [-3.6905, 1.6124, 2.0091], [-2.4039, 1.0119, 1.8945], [-1.2718, 1.6903, 2.6650], [-1.1074, -2.4293, -0.1209], [-2.3501, -3.0863, -0.0652], [-2.7311, -3.9580, -1.0763], [-1.8269, -4.3333, -2.0029], [-0.5200, -3.8517, -1.9111], [-0.1255, -2.8303, -1.0557], [1.2341, -2.2655, -1.1429], [-2.6812, -1.5975, 4.9086], [-3.0138, -1.2837, 3.1360], [-2.3236, -0.1298, 4.2332], [-0.6320, -1.8302, 5.8113], [1.4842, -3.1254, 5.7545], [2.3062, -3.8563, 3.4373], [0.9767, -3.2659, 1.4857], [-2.9503, -0.8942, -0.9044], [-4.7705, 0.8098, -1.0259], [-5.6006, 1.8572, 1.1499], [-3.9155, 2.1860, 2.9133], [-0.5080, 2.0513, 1.9466], [-0.7701, 1.0449, 3.4012], [-1.7222, 2.5443, 3.1994], [-3.0109, -2.8243, 0.7906], [-3.7325, -4.3807, -1.0474], [-2.0142, -5.0524, -2.8004], [0.2848, -4.2349, -2.5503], [1.4654, -2.2814, -2.2408], [1.9830, -2.8915, -0.6710], [2.9443, 2.8901, -4.7864], [3.2815, 1.4745, -3.8993], [4.1226, 0.4660, -4.3829], [4.2127, -0.7192, -3.6394], [3.5616, -0.8860, -2.4299], [2.7123, 0.1245, -1.9512], [2.7400, 1.3663, -2.6040], [4.7094, 0.7298, -5.2914], [4.8385, -1.5181, -4.0132], [3.6490, -1.8058, -1.8685], [2.4122, 2.2406, -2.0813]],
  "atomic_forces_ev_per_a": [[2.63, 1.74, -0.53], [0.25, 0.13, -1.34], [0.42, -1.46, 0.02], [-0.65, -0.97, 0.12], [-2.01, 1.71, -1.60], [1.08, -0.25, 1.50], [-3.06, -0.51, -2.35], [3.95, 1.15, 4.20], [-1.91, 2.09, -0.91], [0.47, 0.67, -0.06], [-0.09, 1.03, -0.01], [-1.36, -0.11, -0.81], [-0.16, 0.08, -0.03], [0.73, -1.11, 0.44], [-0.36, -1.87, -0.11], [1.50, 0.54, 0.98], [0.11, -0.82, -0.40], [-0.34, 1.10, 0.28], [0.34, -0.69, 0.44], [-0.67, 0.96, 0.15], [0.05, 0.10, 0.54], [-0.19, 0.64, 0.25], [0.00, -0.88, -0.46], [-0.33, -1.17, 0.01], [-0.25, -0.49, -0.42], [0.31, -0.45, 0.12], [0.41, -0.07, 0.11], [-0.19, -0.01, -0.22], [-0.49, 0.40, -0.08], [0.65, -0.68, -0.09], [-0.12, -0.10, 0.02], [0.01, -1.08, -1.12], [-0.86, 0.94, 1.56], [0.26, 0.34, 0.70], [-0.38, 0.65, 0.78], [0.21, -0.50, 1.08], [-1.40, 1.77, -1.47], [1.00, -1.41, -0.98], [-1.34, -0.80, -0.39], [1.05, 0.42, 0.30], [0.32, -0.89, 0.29], [-1.12, 1.12, -0.66], [-0.06, -1.08, -0.27], [1.32, -0.39, 0.55], [0.12, 0.80, 0.02], [-0.30, -0.35, 0.08], [0.42, -0.21, -0.30], [0.09, 0.99, 0.90], [-1.62, 0.15, 1.75], [2.10, -0.66, -1.36], [0.73, -0.01, -0.80], [-1.80, -1.14, 0.60], [-0.65, 0.87, -0.87], [-0.27, -0.60, 0.12], [0.54, -0.15, 0.75], [0.48, 0.90, -0.04], [0.05, -0.36, 0.16], [-0.25, -0.10, -0.55], [0.01, -0.19, -0.05], [0.40, 0.03, -0.64], [-0.11, 1.03, 0.43], [-0.47, -0.57, 0.09], [0.23, 0.20, -0.60], [0.12, 0.04, -0.44], [-0.44, -0.08, 0.46], [0.03, 0.20, -0.18], [0.54, -0.30, -0.16], [0.20, -0.30, -0.95], [0.16, 0.06, -0.10], [-0.32, 0.13, 0.34], [-0.61, -0.04, -0.11], [0.24, 0.26, 0.91], [0.28, -0.18, 0.33], [0.19, 0.32, -0.12], [0.28, -0.48, 1.35], [-0.38, 0.57, -0.03], [0.68, 0.31, -0.30], [-1.84, 2.29, -0.41], [2.16, 0.51, -0.78], [0.58, -3.14, -0.37], [-0.56, -0.85, 0.62], [0.12, 0.00, 0.11], [-0.20, 0.16, 0.01], [-0.65, 0.08, 0.01]],
  "spin_multiplicity": 5,
  "total_energy_ev": -75352.6140,
  "s2": 6.06,
  "e_homo_ha": [-0.508, -0.598],
  "total_charge": 3
}

---

5.
{
  "formula": "C7H13NO",
  "method": "ωB97M-V/def2-TZVPD",
  "species": ["C", "C", "C", "C", "C", "C", "C", "H", "H", "H", "H", "H", "H", "H", "H", "H", "H", "H", "H", "H", "N", "O"],
  "xyz": [[-1.1134, -1.2960, -1.5003], [-0.5271, -0.4923, -0.4341], [-1.2184, -0.1949, 0.6302], [-2.2788, -1.1166, 1.5322], [0.8207, 0.9529, 1.3346], [1.1049, 1.3285, -0.1732], [0.9160, 0.1415, -0.8164], [-1.4438, -0.5106, -2.3535], [-2.1406, -1.7961, -1.2017], [-0.4770, -2.1484, -1.7638], [-3.0818, -1.1119, 0.7133], [-2.3192, -0.5135, 2.9443], [-1.6780, -2.4346, 1.8215], [1.4320, 0.0640, 1.3341], [1.3442, 1.8564, 1.9442], [0.5239, 2.2292, -0.6756], [2.4669, 1.4053, -1.7199], [3.0541, 1.1029, 0.2403], [1.7735, -0.5118, -0.8514], [0.8226, 0.4688, -1.9466], [2.4696, 1.7799, -0.4360], [-0.4503, 0.7971, 1.3776]],
  "atomic_forces_ev_per_a": [[-3.32, -0.44, -1.38], [1.55, -0.57, -2.36], [2.59, 0.07, 4.53], [3.22, 0.31, 1.08], [5.54, 4.00, -2.74], [1.32, 6.16, 1.77], [-4.92, -3.37, -5.59], [1.17, -2.23, 1.35], [1.92, 1.01, -0.37], [-0.01, 0.48, -0.77], [0.09, -0.66, 2.42], [-0.42, -1.73, -4.90], [-2.04, 4.32, -1.24], [0.33, -0.87, 1.23], [-1.84, -2.23, -0.56], [0.10, -1.90, 1.72], [1.22, 1.27, 4.99], [-0.78, 1.48, -2.66], [0.00, -0.72, 0.67], [-0.07, -1.14, 1.48], [1.35, -2.38, -2.03], [-7.00, -0.84, 3.37]],
  "de_lowest_ev": 9.856,
  "total_energy_ev": -10997.8967,
  "e_homo_ha": -0.317
}

---

6.
{
  "formula": "C7H12O2",
  "method": "ωB97M-V/def2-TZVPD",
  "species": ["C", "C", "C", "C", "O", "H", "H", "H", "H", "H", "H", "C", "C", "C", "O", "H", "H", "H", "H", "H", "H"],
  "xyz": [[-1.4854, 0.2742, -0.4977], [-0.1730, 0.9530, -0.0960], [-0.2795, 1.8031, 1.1387], [-1.0948, 1.6037, 2.1599], [0.3318, 1.7285, -1.1234], [0.4129, 2.6341, 1.1349], [-1.3504, -0.2767, -1.4269], [-2.2441, 1.0391, -0.6574], [-1.8313, -0.4131, 0.2705], [-1.7890, 0.7799, 2.2013], [-1.0753, 2.2486, 3.0231], [0.9952, -2.5258, -0.8338], [1.1660, -1.0379, -0.9618], [0.9468, -0.2308, 0.2643], [1.3806, -0.5030, -2.0466], [0.7835, 1.1026, -1.7869], [1.0472, -3.0113, -1.8094], [0.0270, -2.7626, -0.3905], [1.7784, -2.9230, -0.1852], [0.6049, -0.8157, 1.1147], [1.8486, 0.3330, 0.5083]],
  "atomic_forces_ev_per_a": [[0.15, 0.25, 0.10], [0.75, -1.87, 0.74], [-0.07, 0.00, -0.21], [0.09, -0.02, 0.08], [0.84, -0.28, -1.40], [0.08, 0.11, 0.06], [0.00, -0.03, -0.06], [-0.04, -0.02, -0.02], [-0.08, -0.07, 0.08], [-0.15, -0.13, -0.08], [0.02, 0.13, 0.09], [0.12, -0.17, -0.47], [-0.28, -0.14, -0.73], [-1.01, 1.76, -0.28], [0.14, -0.57, 0.57], [-0.78, 1.00, 1.12], [0.12, 0.11, 0.06], [0.02, 0.11, 0.17], [-0.07, -0.03, 0.08], [0.08, -0.01, 0.00], [0.05, -0.12, 0.09]],
  "de_lowest_ev": 0.596,
  "total_energy_ev": -11547.8078,
  "e_homo_ha": -0.347,
  "smiles": "C=C[C@@](C)(O)CC(C)=O"
}

---

7.
{
  "formula": "C2H7N",
  "method": "ωB97M-V/def2-TZVPD",
  "species": ["C", "C", "H", "H", "H", "H", "H", "H", "H", "N"],
  "xyz": [[-1.2412, -0.1592, -0.0136], [1.2943, -0.1267, -0.0651], [-1.3170, -0.5948, 0.9487], [-1.4828, -0.8090, -0.8752], [-2.0402, 0.5966, -0.1953], [-0.0848, 1.4171, 0.4295], [2.1336, 0.5549, -0.2016], [1.3072, -1.0348, -0.7932], [1.4261, -0.4722, 1.0155], [0.0048, 0.6279, -0.2497]],
  "atomic_forces_ev_per_a": [[-0.11, 2.04, -2.61], [-1.25, -0.75, 0.69], [-0.16, -0.77, 0.89], [0.71, -0.42, 0.69], [0.26, -0.40, 0.79], [0.70, -0.91, -0.85], [-0.06, -0.12, -0.55], [0.14, 1.72, 1.32], [-0.28, -0.11, -1.24], [0.06, -0.28, 0.86]],
  "de_lowest_ev": 0.786,
  "total_energy_ev": -3676.6962,
  "e_homo_ha": -0.325,
  "smiles": "CNC"
}